DFT (ωB97M-V/def2-TZVPD) results for an isolated molecule of C16H20N4O2.

XYZ file:
```
42
Properties=species:S:1:pos:R:3
C 7.13 2.08 0.21
C 5.98 1.26 0.03
C 4.97 1.51 0.94
C 3.70 0.65 0.84
C 3.51 -0.41 -0.33
C 4.45 -0.47 -1.06
C 5.57 0.23 -0.84
H 6.43 0.25 -1.86
H 4.32 -1.07 -2.01
C 2.31 -1.05 -0.29
N 1.95 -1.66 -1.22
O 0.67 -2.26 -1.05
C 0.39 -1.94 0.07
N 1.27 -0.84 0.68
C -0.96 -2.11 0.64
N -1.99 -1.07 0.63
C -2.16 -1.04 -0.85
C -3.12 0.29 -1.06
H -3.17 0.56 -2.27
H -2.59 1.28 -0.67
C -4.44 0.20 -0.46
C -5.35 1.56 -0.33
O -4.77 2.69 -0.61
N -6.62 1.31 -0.17
H -6.95 0.52 -0.43
H -7.10 2.08 -0.38
C -4.04 -0.21 1.11
C -3.10 -1.08 1.22
H -3.75 -2.19 1.02
H -2.85 -1.42 2.38
H -3.52 0.96 1.44
H -4.99 -0.21 1.57
H -4.93 -0.61 -0.73
H -2.71 -1.91 -1.34
H -1.28 -0.81 -1.43
H -1.23 -2.87 0.38
H -0.81 -2.19 1.67
H 2.85 0.81 1.85
H 4.91 2.17 1.79
H 7.84 1.59 0.02
H 7.27 2.45 1.27
H 6.92 2.96 -0.37
```

Summary:
- frontier orbital gap (eV) = 9.011
- multiplicity = 1
- HOMO (eV) = -8.53


DFT (ωB97M-V/def2-TZVPD) results for an isolated molecule of C5H9NSi.

XYZ file:
```
16
Properties=species:S:1:pos:R:3
C 2.69 0.17 -0.12
C -1.05 0.41 -0.30
C 2.72 1.41 0.26
C -0.45 -0.89 0.10
C -2.50 0.76 -0.01
N -0.33 1.24 -0.91
Si 1.40 -1.00 -0.66
H 1.76 1.83 0.60
H 3.55 1.95 0.55
H -0.39 -0.79 1.16
H -1.18 -1.64 -0.43
H -2.94 -0.17 0.05
H -2.90 1.51 -0.71
H -2.61 1.13 0.98
H 1.28 -0.78 -2.06
H 2.03 -2.22 -0.13
```

Summary:
- frontier orbital gap (alpha / beta) (eV) = 9.289 / 9.457
- multiplicity = 3
- HOMO (alpha / beta) (eV) = -8.44 / -10.00


DFT (ωB97M-V/def2-TZVPD) results for a structure of composition C21H18BCl3F2N6S2Tl.

XYZ file:
```
54
Properties=species:S:1:pos:R:3
Tl -0.18 -0.65 -1.65
C -1.76 2.57 1.46
N -0.31 2.55 1.51
C 0.47 2.70 2.64
C 1.75 2.70 2.22
N 1.76 2.54 0.85
B 3.14 2.70 0.08
N 3.12 1.98 -1.28
C 2.89 2.60 -2.49
C 2.95 1.68 -3.47
N 3.22 0.47 -2.85
C 3.37 -0.80 -3.50
C 3.35 0.66 -1.51
S 3.73 -0.57 -0.41
C 0.50 2.48 0.41
S -0.12 2.38 -1.18
H -2.14 2.40 2.46
H -2.11 1.80 0.78
H -2.11 3.54 1.09
H 0.04 2.76 3.62
H 2.67 2.76 2.78
H 4.00 2.21 0.78
H 3.31 3.89 -0.11
H 2.67 3.65 -2.54
H 2.80 1.76 -4.53
H 3.50 -0.63 -4.57
H 2.48 -1.42 -3.33
H 4.23 -1.32 -3.09
F -5.90 -0.65 -2.15
C -4.87 -0.70 -1.27
C -3.57 -0.70 -1.73
C -2.50 -0.72 -0.84
C -2.77 -0.77 0.54
C -4.10 -0.78 0.95
F -4.46 -0.83 2.26
C -5.17 -0.74 0.07
C -1.62 -0.75 1.51
C -1.74 -0.87 2.90
C -0.61 -0.82 3.69
C 0.63 -0.65 3.11
C 0.68 -0.56 1.73
N -0.41 -0.60 0.96
H -3.40 -0.67 -2.81
H -6.19 -0.74 0.43
H -2.71 -1.00 3.35
H -0.71 -0.91 4.77
H 1.54 -0.59 3.69
H 1.62 -0.42 1.20
Cl 0.90 -6.63 0.07
C -0.14 -5.88 -1.16
Cl -1.77 -6.57 -1.06
Cl 0.54 -6.08 -2.76
C -0.23 -4.44 -0.88
N -0.27 -3.31 -0.70
```

Summary:
- frontier orbital gap (eV) = 5.791
- multiplicity = 1
- net charge = -1
- HOMO (eV) = -3.87


DFT (ωB97M-V/def2-TZVPD) results for a cluster of 2 separate species, C8H19I2N2OP in total.

XYZ file:
```
33
Properties=species:S:1:pos:R:3
C 0.68 3.86 -0.98
C -0.25 2.81 -1.68
C -1.63 2.64 -0.99
C -1.72 1.60 0.19
P -0.16 0.64 0.59
C 1.54 -0.29 0.84
I 1.96 -1.83 -0.61
C 2.38 -0.02 1.80
C 3.74 -0.69 2.00
I 1.95 1.47 3.29
H 1.19 4.49 -1.74
H 1.46 3.30 -0.43
H 0.12 4.50 -0.29
H 0.28 1.87 -1.90
H -0.46 3.25 -2.68
H -1.94 3.62 -0.59
H -2.37 2.36 -1.76
H -2.52 0.88 -0.08
H -2.08 2.13 1.10
H 0.54 1.85 0.84
H -0.18 0.08 -0.73
H -0.76 -0.10 1.64
H 4.10 -1.16 1.08
H 4.46 0.12 2.23
H 3.73 -1.37 2.86
C -2.12 -4.87 -0.62
O -2.95 -5.71 -0.91
N -0.98 -4.67 -1.36
N -2.25 -4.04 0.46
H -0.29 -3.98 -1.13
H -0.85 -5.26 -2.16
H -3.07 -4.15 1.02
H -1.57 -3.34 0.71
```

Summary:
- frontier orbital gap (eV) = 8.379
- multiplicity = 1
- HOMO (eV) = -8.79


DFT (ωB97M-V/def2-TZVPD) results for a cluster of 3 separate species, C2H5NOS in total.

XYZ file:
```
10
Properties=species:S:1:pos:R:3
C -0.42 -0.51 -0.08
C 0.70 0.58 -0.10
H -1.52 1.47 -0.30
H -2.12 0.04 1.32
H -0.21 -1.30 0.54
H -0.16 -0.93 -1.14
H 2.37 -1.47 -0.13
N -1.64 0.10 -0.09
O 0.58 1.90 -0.03
S 2.42 0.12 0.03
```

Summary:
- frontier orbital gap (eV) = 9.640
- multiplicity = 1
- HOMO (eV) = -9.47


DFT (ωB97M-V/def2-TZVPD) results for the ion C8H16IN2 with charge +1.

XYZ file:
```
27
Properties=species:S:1:pos:R:3
C -2.66 1.06 1.76
C 0.87 -1.55 -0.33
C 0.67 0.67 -1.27
C 0.26 -1.02 1.00
C 0.16 1.19 0.07
C 1.63 -0.52 -1.09
C 2.08 -0.73 -2.54
C -1.28 0.54 1.93
N -3.10 1.92 2.50
N -0.66 0.10 0.66
I -3.78 -0.28 0.15
H 1.74 -2.33 -0.15
H 0.02 -2.06 -0.81
H -0.15 0.31 -1.92
H 0.97 1.48 -1.88
H -0.17 -1.89 1.51
H 1.12 -0.66 1.64
H 1.02 1.48 0.69
H -0.43 2.01 0.05
H 2.68 -0.19 -0.67
H 3.10 -0.40 -2.79
H 1.46 -0.13 -3.24
H 1.93 -1.80 -2.87
H -1.46 -0.41 2.53
H -0.63 1.20 2.53
H -4.10 2.24 2.68
H -1.29 -0.24 -0.12
```

Summary:
- frontier orbital gap (eV) = 9.556
- multiplicity = 1
- net charge = +1
- HOMO (eV) = -13.38


DFT (ωB97M-V/def2-TZVPD) results for a cluster of 2 separate species, C32H22FO5S2 in total.

XYZ file:
```
62
Properties=species:S:1:pos:R:3
C -0.93 6.21 -1.16
C -0.04 5.47 -1.95
C -0.13 4.08 -2.00
C -1.14 3.40 -1.29
C -1.22 1.93 -1.38
C -0.11 1.12 -1.39
C -0.22 -0.32 -1.36
C 0.90 -1.10 -0.97
C 1.13 -2.44 -1.37
C 0.50 -2.96 -2.55
C 0.45 -4.32 -2.78
C 1.14 -5.20 -1.93
C 1.93 -4.69 -0.89
C 1.95 -3.33 -0.62
C -1.49 -0.91 -1.66
C -2.65 -0.17 -1.70
C -3.96 -0.81 -1.89
C -4.06 -1.89 -2.80
C -5.28 -2.54 -2.98
C -6.40 -2.17 -2.22
C -6.30 -1.12 -1.29
C -5.10 -0.42 -1.16
C -2.56 1.27 -1.34
O -3.55 1.86 -0.87
C -2.04 4.16 -0.51
C -1.92 5.55 -0.42
H -0.85 7.30 -1.11
H 0.71 5.97 -2.56
H 0.56 3.50 -2.61
H 0.89 1.55 -1.42
H 1.54 -0.65 -0.22
H 0.02 -2.27 -3.26
H -0.15 -4.70 -3.61
H 1.04 -6.27 -2.08
H 2.53 -5.37 -0.27
H 2.55 -2.93 0.20
H -1.55 -1.98 -1.82
H -3.18 -2.19 -3.37
H -5.35 -3.33 -3.72
H -7.34 -2.70 -2.33
H -7.15 -0.82 -0.68
H -5.04 0.44 -0.49
H -2.87 3.66 0.00
H -2.62 6.10 0.21
F 2.87 0.63 0.56
C 2.43 -0.09 1.61
S 1.91 1.09 2.92
O 2.14 2.43 2.41
O 0.64 0.75 3.53
C 3.22 0.63 4.11
C 4.06 -0.42 3.77
C 5.14 -0.75 4.59
C 5.38 -0.02 5.77
C 4.54 1.05 6.10
C 3.47 1.38 5.27
S 3.76 -1.21 2.14
O 3.30 -2.56 2.39
O 4.85 -0.98 1.22
H 5.82 -1.55 4.30
H 6.23 -0.26 6.40
H 4.75 1.65 6.99
H 2.85 2.25 5.50
```

Summary:
- frontier orbital gap (eV) = 5.848
- multiplicity = 1
- net charge = -1
- HOMO (eV) = -4.71


DFT (ωB97M-V/def2-TZVPD) results for a structure of composition C18H13MnN3O12S.

XYZ file:
```
48
Properties=species:S:1:pos:R:3
Mn 11.19 12.17 4.89
O 17.55 14.75 5.93
C 17.26 13.56 5.98
O 18.00 12.60 6.32
C 15.93 13.18 5.56
C 15.51 11.89 5.38
C 14.14 11.55 5.15
N 13.20 12.51 5.03
C 13.57 13.80 5.39
C 14.89 14.11 5.60
C 12.47 14.73 5.15
O 12.64 15.95 5.09
O 11.28 14.11 5.07
H 16.24 11.05 5.51
H 13.79 10.51 5.02
H 15.12 15.19 5.84
O 7.35 11.01 4.02
C 8.51 10.98 4.38
O 9.30 12.04 4.48
C 9.11 9.64 4.62
C 8.12 8.65 4.75
C 8.60 7.39 5.07
C 9.94 7.16 5.45
C 10.84 8.18 5.26
C 10.52 9.40 4.68
O 11.35 10.35 4.19
N 12.19 8.02 5.74
O 12.65 6.89 5.62
O 12.79 8.93 6.32
N 7.66 6.31 5.11
O 6.63 6.34 4.45
O 8.01 5.33 5.88
H 7.06 8.81 4.58
H 10.32 6.20 5.80
O 11.04 11.76 7.15
S 9.91 11.16 8.11
C 10.47 11.95 9.68
C 11.64 11.12 10.20
C 11.44 9.60 9.87
C 10.61 9.53 8.54
H 9.58 11.99 10.32
H 10.84 12.99 9.36
H 11.73 11.21 11.31
H 12.63 11.47 9.85
H 10.80 9.16 10.65
H 12.32 9.00 9.77
H 9.72 8.92 8.74
H 11.25 9.25 7.68
```

Summary:
- frontier orbital gap (alpha / beta) (eV) = 5.832 / 6.261
- multiplicity = 5
- net charge = -1
- HOMO (alpha / beta) (eV) = -5.55 / -5.55